Model A:
A cluster of 2 separate species, C5H14 in total, computed with ωB97M-V/def2-TZVPD.

## Properties
**Kohn-Sham gap**: 12.44 eV
**Lowest unoccupied orbital energy**: 1.1 eV

```
19
C5H14 | OMol25 | ωB97M-V/def2-TZVPD
C -1.111 -0.125 -1.742
C -0.543 -0.972 -0.595
C -0.687 -2.470 -0.822
H -0.334 0.486 -2.220
H -1.566 -0.724 -2.524
H -1.837 0.597 -1.372
H -1.031 -0.660 0.332
H 0.498 -0.714 -0.402
H -1.729 -2.761 -0.954
H -0.359 -3.004 0.082
H -0.032 -2.822 -1.617
C 1.561 1.290 1.968
C 0.614 2.024 1.009
H 2.563 1.714 1.949
H 1.179 1.256 2.983
H 1.680 0.253 1.646
H 1.196 2.632 0.312
H -0.081 2.686 1.522
H 0.019 1.312 0.445
```



Model B:
A cluster of 2 separate species, C5H14 in total, computed with ωB97M-V/def2-TZVPD.

## Properties
**Kohn-Sham gap**: 11.94 eV
**Lowest unoccupied orbital energy**: 1.1 eV

```
19
C5H14 | OMol25 | ωB97M-V/def2-TZVPD
C -1.146 -0.443 2.240
C -0.702 -1.428 1.165
C -1.288 -1.335 -0.281
H -2.230 -0.530 2.453
H -0.953 0.563 1.955
H -0.715 -0.713 3.240
H 0.290 -1.443 1.016
H -0.789 -2.475 1.555
H -1.193 -0.455 -0.838
H -0.933 -2.207 -0.842
H -2.368 -1.296 -0.456
C 1.126 0.911 -0.976
C 1.809 1.944 -1.802
H 1.594 -0.008 -0.871
H 1.093 1.242 0.093
H 0.110 0.677 -1.410
H 2.893 2.262 -1.486
H 1.495 2.976 -1.796
H 1.908 1.758 -2.959
```



Least stable structure: model B



Model A:
A cluster of 2 separate species, C5H14 in total, computed with ωB97M-V/def2-TZVPD.

## Properties
**Kohn-Sham gap**: 12.03 eV
**Lowest unoccupied orbital energy**: 1.0 eV

```
19
C5H14 | OMol25 | ωB97M-V/def2-TZVPD
C -1.841 -1.356 0.804
C -1.907 -1.442 -0.827
C -2.720 -0.512 -1.651
H -2.728 -0.930 1.326
H -0.909 -1.002 1.219
H -1.900 -2.377 1.200
H -0.855 -1.245 -1.270
H -2.125 -2.562 -0.967
H -3.568 -1.022 -1.871
H -3.009 0.384 -1.173
H -2.216 -0.180 -2.556
C 3.115 0.970 1.150
C 2.883 2.236 0.306
H 2.184 0.234 0.971
H 3.946 0.289 0.811
H 3.299 1.000 2.200
H 2.109 1.942 -0.413
H 3.812 2.520 -0.128
H 2.429 3.053 0.868
```



Model B:
A cluster of 2 separate species, C5H14 in total, computed with ωB97M-V/def2-TZVPD.

## Properties
**Kohn-Sham gap**: 12.12 eV
**Lowest unoccupied orbital energy**: 1.1 eV

```
19
C5H14 | OMol25 | ωB97M-V/def2-TZVPD
C -0.619 0.665 -1.181
C -0.157 1.876 -0.357
C -1.103 2.184 0.803
H 0.078 -0.177 -1.213
H -0.721 0.816 -2.254
H -1.451 0.132 -0.715
H 0.888 1.785 -0.062
H -0.172 2.686 -1.091
H -0.811 3.079 1.350
H -2.084 2.191 0.339
H -1.092 1.396 1.561
C 1.675 -2.391 0.225
C 0.190 -2.087 0.508
H 1.898 -3.372 0.643
H 1.768 -2.353 -0.860
H 2.365 -1.692 0.695
H -0.080 -1.046 0.339
H -0.044 -2.387 1.531
H -0.450 -2.713 -0.112
```



Least stable structure: model A



Model A:
A cluster of 2 separate species, C5H14 in total, computed with ωB97M-V/def2-TZVPD.

## Properties
**Kohn-Sham gap**: 12.05 eV
**Lowest unoccupied orbital energy**: 1.1 eV

```
19
C5H14 | OMol25 | ωB97M-V/def2-TZVPD
C -0.027 0.173 -2.301
C 0.633 0.222 -0.952
C 2.140 0.371 -1.188
H -0.299 -0.846 -2.675
H 0.512 0.595 -3.117
H -1.038 0.554 -2.327
H 0.356 1.029 -0.218
H 0.438 -0.695 -0.318
H 2.311 1.393 -1.679
H 2.611 0.513 -0.171
H 2.577 -0.506 -1.710
C -1.295 -1.103 1.762
C -1.343 0.339 2.570
H -1.891 -1.856 2.196
H -1.776 -0.933 0.757
H -0.298 -1.364 1.535
H -0.729 1.131 2.197
H -1.044 0.272 3.564
H -2.371 0.702 2.625
```



Model B:
A cluster of 2 separate species, C5H14 in total, computed with ωB97M-V/def2-TZVPD.

## Properties
**Kohn-Sham gap**: 11.99 eV
**Lowest unoccupied orbital energy**: 1.1 eV

```
19
C5H14 | OMol25 | ωB97M-V/def2-TZVPD
C 2.820 0.589 0.184
C 1.575 -0.258 0.022
C 1.011 -0.811 1.442
H 2.602 1.464 0.594
H 3.270 0.881 -0.781
H 3.535 0.194 0.919
H 0.840 0.373 -0.324
H 1.908 -1.203 -0.499
H 1.798 -0.935 2.100
H 0.535 -0.029 1.796
H 0.250 -1.472 1.308
C -3.263 0.202 -0.848
C -1.742 0.123 -0.860
H -3.649 0.914 -1.541
H -3.705 -0.801 -0.974
H -3.620 0.468 0.225
H -1.542 -0.688 -0.225
H -1.324 0.940 -0.546
H -1.299 0.049 -1.992
```



Model C:
A cluster of 2 separate species, C5H14 in total, computed with ωB97M-V/def2-TZVPD.

## Properties
**Kohn-Sham gap**: 12.53 eV
**Lowest unoccupied orbital energy**: 1.2 eV

```
19
C5H14 | OMol25 | ωB97M-V/def2-TZVPD
C -0.699 -1.266 2.003
C 0.342 -0.207 1.690
C -0.278 1.170 1.446
H -1.512 -1.263 1.284
H -0.288 -2.285 1.987
H -0.998 -1.171 3.050
H 1.046 -0.118 2.525
H 0.971 -0.447 0.825
H 0.483 1.912 1.207
H -1.040 1.052 0.677
H -0.815 1.513 2.331
C -0.101 0.692 -2.122
C 0.773 -0.445 -2.684
H 0.515 1.595 -2.108
H -1.028 0.956 -2.625
H -0.374 0.526 -1.086
H 1.576 -0.009 -3.269
H 1.179 -1.013 -1.848
H 0.248 -1.193 -3.283
```



Least stable structure: model B



Model A:
A cluster of 2 separate species, C5H14 in total, computed with ωB97M-V/def2-TZVPD.

## Properties
**Kohn-Sham gap**: 12.47 eV
**Lowest unoccupied orbital energy**: 1.1 eV

```
19
C5H14 | OMol25 | ωB97M-V/def2-TZVPD
C 1.364 1.205 -2.768
C 1.245 -0.070 -1.929
C 0.682 0.202 -0.528
H 1.490 0.971 -3.826
H 2.140 1.870 -2.400
H 0.437 1.776 -2.742
H 0.661 -0.839 -2.425
H 2.269 -0.398 -1.780
H -0.324 0.605 -0.565
H 0.661 -0.772 -0.052
H 1.364 0.706 0.157
C -1.194 -1.346 2.416
C -1.833 0.029 2.349
H -0.599 -1.480 3.319
H -1.840 -2.211 2.294
H -0.513 -1.415 1.566
H -2.444 0.266 3.189
H -2.502 0.114 1.496
H -1.064 0.788 2.228
```



Model B:
A cluster of 2 separate species, C5H14 in total, computed with ωB97M-V/def2-TZVPD.

## Properties
**Kohn-Sham gap**: 11.72 eV
**Lowest unoccupied orbital energy**: 1.1 eV

```
19
C5H14 | OMol25 | ωB97M-V/def2-TZVPD
C 1.133 2.462 0.796
C 0.291 1.190 0.276
C -1.042 1.458 -0.372
H 2.153 2.137 0.665
H 1.024 2.872 1.785
H 1.068 3.321 0.133
H 0.988 0.727 -0.465
H 0.036 0.551 1.188
H -1.677 2.020 0.197
H -0.839 1.894 -1.404
H -1.567 0.550 -0.469
C 0.003 -1.917 0.412
C -0.431 -2.828 -0.963
H 0.403 -1.036 -0.158
H -0.751 -1.732 1.070
H 0.739 -2.467 1.003
H -0.342 -2.302 -1.885
H -1.403 -3.225 -0.827
H 0.214 -3.674 -0.981
```



Least stable structure: model B



Model A:
A cluster of 2 separate species, C5H14 in total, computed with ωB97M-V/def2-TZVPD.

## Properties
**Kohn-Sham gap**: 12.24 eV
**Lowest unoccupied orbital energy**: 1.1 eV

```
19
C5H14 | OMol25 | ωB97M-V/def2-TZVPD
C 0.139 -2.293 -0.018
C 0.920 -1.048 0.353
C 1.066 -0.936 1.901
H 0.645 -2.897 -0.803
H -0.846 -2.016 -0.410
H -0.048 -2.925 0.847
H 1.948 -1.112 -0.037
H 0.578 -0.118 -0.122
H 1.682 -1.750 2.263
H 1.666 -0.013 1.976
H 0.118 -0.807 2.406
C -0.341 2.109 -0.597
C -1.592 1.872 -1.410
H -0.142 3.170 -0.371
H -0.362 1.486 0.307
H 0.526 1.709 -1.130
H -2.532 2.251 -1.031
H -1.627 2.462 -2.352
H -1.796 0.854 -1.771
```



Model B:
A cluster of 2 separate species, C5H14 in total, computed with ωB97M-V/def2-TZVPD.

## Properties
**Kohn-Sham gap**: 11.95 eV
**Lowest unoccupied orbital energy**: 1.1 eV

```
19
C5H14 | OMol25 | ωB97M-V/def2-TZVPD
C 0.674 -1.555 1.144
C -0.771 -1.980 1.439
C -1.695 -0.763 1.404
H 1.010 -1.886 0.171
H 1.263 -1.888 2.008
H 0.804 -0.485 1.329
H -1.089 -2.922 0.991
H -0.905 -2.367 2.472
H -1.548 -0.299 0.420
H -2.769 -0.937 1.491
H -1.376 -0.074 2.168
C 0.171 2.128 -1.570
C 1.417 1.605 -2.304
H -0.726 1.506 -1.633
H 0.158 2.120 -0.473
H -0.097 3.104 -1.965
H 2.196 1.629 -1.528
H 1.782 2.465 -2.866
H 1.502 0.600 -2.697
```



Model C:
A cluster of 2 separate species, C5H14 in total, computed with ωB97M-V/def2-TZVPD.

## Properties
**Kohn-Sham gap**: 11.98 eV
**Lowest unoccupied orbital energy**: 1.1 eV

```
19
C5H14 | OMol25 | ωB97M-V/def2-TZVPD
C 1.556 1.595 -0.560
C -0.010 1.905 -0.155
C 0.054 1.804 1.418
H 2.306 2.150 -0.135
H 1.775 1.327 -1.618
H 1.595 0.661 0.009
H -0.404 2.766 -0.636
H -0.428 0.952 -0.662
H 0.954 1.155 1.749
H 0.480 2.775 1.865
H -0.967 1.499 1.704
C -1.055 -1.815 -1.029
C -0.560 -2.739 0.232
H -1.804 -1.049 -0.694
H -0.260 -1.567 -1.624
H -1.870 -2.158 -1.637
H -1.028 -2.599 1.140
H 0.571 -2.881 0.557
H -0.906 -3.781 0.075
```



Least stable structure: model C



Model A:
A cluster of 2 separate species, C5H14 in total, computed with ωB97M-V/def2-TZVPD.

## Properties
**Kohn-Sham gap**: 12.28 eV
**Lowest unoccupied orbital energy**: 1.1 eV

```
19
C5H14 | OMol25 | ωB97M-V/def2-TZVPD
C -1.812 0.681 -1.110
C -1.074 1.638 -0.123
C -1.709 1.604 1.278
H -2.784 0.387 -0.718
H -1.190 -0.223 -1.176
H -1.773 1.046 -2.130
H -0.025 1.369 -0.130
H -1.310 2.633 -0.495
H -1.317 0.760 1.850
H -1.481 2.530 1.813
H -2.795 1.555 1.221
C 1.793 -1.080 0.021
C 2.534 -2.427 0.023
H 1.254 -0.857 -0.905
H 0.978 -1.183 0.742
H 2.484 -0.242 0.105
H 2.857 -2.659 1.031
H 3.367 -2.373 -0.698
H 2.002 -3.158 -0.601
```



Model B:
A cluster of 2 separate species, C5H14 in total, computed with ωB97M-V/def2-TZVPD.

## Properties
**Kohn-Sham gap**: 12.44 eV
**Lowest unoccupied orbital energy**: 1.1 eV

```
19
C5H14 | OMol25 | ωB97M-V/def2-TZVPD
C -2.043 -2.110 -0.076
C -0.853 -1.165 0.046
C 0.467 -1.835 0.419
H -1.928 -3.021 0.525
H -2.981 -1.686 0.304
H -2.243 -2.446 -1.092
H -0.787 -0.688 -0.931
H -1.019 -0.330 0.723
H 1.310 -1.291 -0.006
H 0.540 -1.954 1.503
H 0.559 -2.843 0.004
C 1.147 2.897 -0.854
C 1.157 2.095 0.438
H 2.032 3.515 -0.964
H 1.051 2.241 -1.716
H 0.267 3.533 -0.903
H 0.412 1.302 0.489
H 1.151 2.743 1.312
H 2.054 1.460 0.503
```



Model C:
A cluster of 2 separate species, C5H14 in total, computed with ωB97M-V/def2-TZVPD.

## Properties
**Kohn-Sham gap**: 12.14 eV
**Lowest unoccupied orbital energy**: 1.1 eV

```
19
C5H14 | OMol25 | ωB97M-V/def2-TZVPD
C -0.351 0.343 0.848
C 0.489 0.391 2.133
C 1.275 1.677 2.299
H 0.002 -0.445 0.136
H -0.531 1.155 0.160
H -1.347 -0.076 1.150
H -0.133 0.143 2.999
H 1.207 -0.467 2.038
H 1.850 1.825 1.377
H 0.619 2.533 2.458
H 1.943 1.724 3.170
C -1.306 -1.264 -2.050
C 0.038 -0.888 -2.704
H -1.445 -0.971 -0.999
H -2.201 -1.003 -2.587
H -1.334 -2.378 -1.934
H 0.687 -1.684 -3.038
H -0.165 -0.151 -3.463
H 0.704 -0.466 -1.990
```



Model D:
A cluster of 2 separate species, C5H14 in total, computed with ωB97M-V/def2-TZVPD.

## Properties
**Kohn-Sham gap**: 12.19 eV
**Lowest unoccupied orbital energy**: 1.1 eV

```
19
C5H14 | OMol25 | ωB97M-V/def2-TZVPD
C 1.912 -0.465 -0.383
C 1.735 -1.782 0.528
C 0.283 -1.849 1.027
H 2.921 -0.220 -0.709
H 1.359 -0.295 -1.253
H 1.508 0.309 0.365
H 2.380 -1.553 1.387
H 1.976 -2.676 -0.168
H -0.122 -0.771 1.291
H -0.077 -2.507 1.828
H -0.413 -2.272 0.328
C -2.156 1.380 -0.929
C -1.509 2.473 -0.151
H -1.466 0.575 -1.454
H -2.860 0.841 -0.336
H -2.683 1.701 -1.848
H -1.419 2.166 0.887
H -2.043 3.404 -0.178
H -0.654 2.756 -0.693
```



Least stable structure: model D



Model A:
A cluster of 2 separate species, C5H14 in total, computed with ωB97M-V/def2-TZVPD.

## Properties
**Kohn-Sham gap**: 12.39 eV
**Lowest unoccupied orbital energy**: 1.1 eV

```
19
C5H14 | OMol25 | ωB97M-V/def2-TZVPD
C -1.300 -0.204 -0.527
C -1.474 -0.582 -2.004
C -0.472 -1.627 -2.461
H -0.266 -0.267 -0.244
H -1.822 -0.903 0.131
H -1.763 0.775 -0.395
H -2.502 -0.888 -2.164
H -1.407 0.307 -2.626
H -0.569 -2.489 -1.793
H -0.567 -2.029 -3.468
H 0.540 -1.276 -2.302
C 1.034 0.599 2.593
C 1.850 1.721 1.927
H 1.709 -0.240 2.765
H 0.518 0.884 3.496
H 0.326 0.174 1.891
H 1.681 1.706 0.850
H 2.934 1.644 2.017
H 1.548 2.695 2.316
```



Model B:
A cluster of 2 separate species, C5H14 in total, computed with ωB97M-V/def2-TZVPD.

## Properties
**Kohn-Sham gap**: 11.67 eV
**Lowest unoccupied orbital energy**: 1.1 eV

```
19
C5H14 | OMol25 | ωB97M-V/def2-TZVPD
C -2.677 1.295 -0.198
C -1.343 0.668 -0.294
C -1.072 -0.747 0.058
H -3.406 1.091 0.612
H -3.464 1.112 -0.984
H -2.556 2.374 -0.149
H -1.066 0.889 -1.414
H -0.546 1.226 0.274
H -0.023 -0.884 0.210
H -1.655 -1.184 0.857
H -1.224 -1.533 -0.634
C 2.444 -1.372 0.217
C 2.492 0.209 0.152
H 1.561 -1.558 0.898
H 2.305 -1.942 -0.655
H 3.339 -1.639 0.841
H 3.530 0.557 0.097
H 2.127 0.601 1.133
H 2.016 0.571 -0.695
```



Model C:
A cluster of 2 separate species, C5H14 in total, computed with ωB97M-V/def2-TZVPD.

## Properties
**Kohn-Sham gap**: 12.48 eV
**Lowest unoccupied orbital energy**: 1.1 eV

```
19
C5H14 | OMol25 | ωB97M-V/def2-TZVPD
C -1.362 -0.250 -1.354
C -0.922 -1.662 -1.753
C -0.189 -2.415 -0.648
H -2.441 -0.105 -1.285
H -1.006 0.525 -2.035
H -0.957 -0.015 -0.376
H -1.766 -2.268 -2.085
H -0.277 -1.596 -2.633
H -0.063 -3.448 -0.971
H 0.767 -1.959 -0.398
H -0.785 -2.435 0.264
C 1.807 1.861 1.345
C 0.424 2.004 1.984
H 2.049 2.762 0.774
H 2.603 1.813 2.079
H 1.893 1.019 0.667
H 0.212 3.036 2.183
H 0.339 1.507 2.946
H -0.326 1.626 1.294
```



Least stable structure: model B



Model A:
The ion C4H13N3 with charge +2, computed with ωB97M-V/def2-TZVPD.

## Properties
**Kohn-Sham gap**: 9.86 eV
**Lowest unoccupied orbital energy**: -6.7 eV
**Total charge**: +2

```
20
C4H13N3 | OMol25 | ωB97M-V/def2-TZVPD
N 1.578 1.428 2.108
C 0.838 1.074 1.025
C 0.603 -0.161 0.576
N 1.018 -1.286 1.510
C -0.087 -0.710 -0.656
C -0.845 0.394 -1.432
N -2.108 -0.075 -2.118
H 1.394 2.318 2.539
H 2.465 0.991 2.299
H 0.451 1.878 0.405
H 1.841 -1.023 2.038
H 0.315 -1.518 2.214
H 1.280 -2.126 0.986
H 0.645 -1.133 -1.350
H -0.791 -1.442 -0.253
H -0.190 0.807 -2.195
H -1.140 1.200 -0.765
H -2.175 -1.097 -2.184
H -2.128 0.232 -3.090
H -2.963 0.249 -1.658
```



Model B:
A cluster of 2 separate species, C4H13N3 in total, computed with ωB97M-V/def2-TZVPD.

## Properties
**Kohn-Sham gap (spin up / spin down)**: 8.99 / 8.99 eV
**Lowest unoccupied orbital energy (spin up / spin down)**: -7.5 / -7.5 eV
**Total charge**: +2

```
20
C4H13N3 | OMol25 | ωB97M-V/def2-TZVPD
C -1.220 -0.022 0.029
C -2.313 1.967 -0.410
C -3.302 -1.509 0.131
C 3.082 0.159 0.076
N -1.991 1.046 0.441
N -1.886 -1.100 -0.210
N 4.558 -0.095 -0.032
H -2.921 2.712 -0.165
H 2.459 -0.786 0.065
H -2.000 2.066 -1.363
H -3.889 -1.399 -0.831
H -3.602 -0.925 0.965
H -3.349 -2.526 0.254
H 2.877 0.954 -0.711
H 2.728 0.447 1.135
H -2.309 1.170 1.377
H -1.335 -1.879 -0.591
H 4.813 -0.365 0.848
H 4.970 0.836 -0.198
H 4.630 -0.752 -0.808
```



Least stable structure: model B